A cluster of 12 separate species, C27H58N4O8S3 in total. Source: the Open Molecules 2025 dataset; level of theory: ωB97M-V with the def2-TZVPD basis set.

Calculated values
Net charge   0
Frontier orbital gap   8.122 eV
DFT total energy   -3078.68991 Eh
Max |F|   4.28 eV/A

Element x y z (Å)
S1 9.544 -0.580 2.804
S2 0.392 1.259 -0.029
S3 -0.834 -7.720 0.395
O1 -0.362 -7.682 1.840
O2 2.644 -0.876 6.079
O3 2.829 8.566 7.646
O4 -7.808 -3.401 1.971
O5 1.717 3.856 -6.083
O6 8.604 -1.362 1.857
O7 0.736 1.584 1.408
O8 -2.648 3.995 6.040
N1 -3.029 10.395 0.531
N2 6.461 -5.607 -3.482
N3 -8.873 2.970 0.059
N4 -3.615 -4.154 -8.906
C1 -1.815 9.876 0.868
C2 -0.994 10.993 0.956
C3 1.583 2.816 -6.975
C4 8.534 0.544 3.873
C5 0.710 -7.388 -0.628
C6 -8.143 -4.583 1.250
C7 9.986 -1.785 4.192
C8 2.022 -2.127 6.296
C9 6.336 -7.697 -4.163
C10 -7.728 3.760 0.098
C11 -0.794 -0.186 0.057
C12 1.854 0.262 -0.667
C13 -3.887 -2.848 -8.911
C14 -3.456 -4.552 -7.622
C15 -3.751 -2.323 -7.580
C16 -1.670 12.178 0.818
C17 6.193 -5.574 -4.831
C18 -3.389 -3.421 -6.820
C19 -7.120 3.641 -1.122
C20 -2.352 3.203 7.204
C21 -3.013 11.748 0.487
C22 6.571 -6.902 -3.066
C23 -8.970 2.249 -1.112
C24 3.042 7.328 7.025
C25 -7.883 2.728 -1.956
C26 6.342 -6.916 -5.300
C27 -0.726 -9.507 -0.083
H1 2.739 6.465 7.618
H2 -6.281 4.195 -1.514
H3 -3.805 12.385 0.123
H4 1.925 4.680 -6.530
H5 -3.833 -1.294 -7.263
H6 0.061 11.008 1.187
H7 -2.158 3.589 5.322
H8 -1.829 0.034 -0.205
H9 -3.874 9.863 0.386
H10 9.049 -2.273 4.459
H11 2.251 -0.523 -0.022
H12 -0.510 -1.070 -0.514
H13 2.684 -2.497 7.079
H14 0.552 2.462 -6.948
H15 -1.658 8.812 0.963
H16 -0.907 -9.605 -1.153
H17 -3.241 -5.595 -7.443
H18 -1.389 3.420 7.666
H19 8.993 1.530 3.806
H20 -7.576 -4.849 0.358
H21 -9.148 -4.340 0.906
H22 -3.154 -3.542 -5.773
H23 10.622 -2.502 3.673
H24 2.676 0.975 -0.729
H25 1.744 -0.378 -1.542
H26 -1.478 -10.187 0.318
H27 10.628 -1.386 4.978
H28 -7.877 -5.405 1.915
H29 1.378 -8.191 -0.318
H30 1.799 3.220 -7.963
H31 0.266 -9.920 0.104
H32 -3.651 -4.769 -9.706
H33 -7.935 -2.652 1.384
H34 0.495 -7.531 -1.687
H35 -1.334 13.204 0.797
H36 1.996 -2.724 5.384
H37 4.030 7.189 6.584
H38 -7.643 2.550 -2.994
H39 -4.178 -2.370 -9.835
H40 -7.528 4.385 0.955
H41 -0.739 -0.461 1.110
H42 8.519 0.113 4.874
H43 -9.598 2.953 0.763
H44 7.533 0.599 3.445
H45 2.372 2.069 -6.885
H46 6.500 -4.863 -2.799
H47 6.375 -8.774 -4.219
H48 -3.182 3.428 7.874
H49 2.217 -0.390 5.371
H50 6.127 -4.631 -5.354
H51 1.233 -6.472 -0.353
H52 -9.767 1.592 -1.430
H53 6.429 -7.211 -6.336
H54 1.014 -2.033 6.699
H55 2.439 7.314 6.117
H56 6.828 -7.070 -2.031
H57 -2.342 2.130 7.011
H58 1.904 8.581 7.900